The following is a quantum chemistry calculation of a 2-piece molecular cluster, C3H10OS2 overall in a non-equilibrium geometry, from the Open Molecules 2025 dataset.

XYZ file:
```
16
Properties=species:S:1:pos:R:3:forces:R:3
C 0.884 1.246 2.689 0.636 1.362 1.411
C 0.260 0.011 2.021 -0.532 1.116 -0.188
C -0.180 0.569 0.619 -1.870 -0.233 1.867
S -0.701 -0.828 -0.290 -1.277 -0.530 -2.849
S -1.347 0.059 -2.274 0.893 -0.983 1.818
H 0.111 2.095 3.018 1.655 -1.832 -1.081
H 1.515 1.038 3.628 -1.096 0.015 -1.300
H 1.638 1.601 1.912 -1.014 0.185 1.201
H -0.585 -0.483 2.601 1.140 0.567 -0.861
H 1.089 -0.657 1.798 -0.217 -0.529 0.514
H 0.622 1.070 0.147 0.667 0.776 -0.354
H -1.062 1.201 0.750 0.406 0.313 0.012
H -0.279 -0.399 -2.969 -0.195 0.163 0.245
O 2.432 -0.349 -0.260 0.814 -0.226 0.482
H 3.022 -0.843 0.373 -1.602 0.617 -0.918
H 1.463 -0.474 -0.123 1.592 -0.782 -0.002
```
Positions in Å, forces in eV/Å.

Computed properties:
Total charge: 0
Kohn-Sham gap in eV: 9.124
LUMO in eV: -0.16
Highest occupied orbital energy in hartree: -0.341
Structure (SMILES): CCCSS.O
2S+1: 1
Relative energy (zero: lowest compared OMol25 entry of this formula, charge and spin) in kJ/mol: 112.73

natural (NBO) atomic charge list, values in e, 8 entries: -0.62, -0.42, -0.59, 0.13, -0.16, 0.21, 0.22, 0.22

The following is a quantum chemistry calculation of C5H9NO2S2 as an isolated structure in a non-equilibrium geometry, from the Open Molecules 2025 dataset.

XYZ file:
```
19
Properties=species:S:1:pos:R:3:forces:R:3
C 1.842 -1.731 0.031 1.504 -1.044 -0.289
C 2.766 -0.942 -0.844 -0.977 1.055 -0.786
C 1.604 0.197 0.992 -2.817 2.157 1.237
C -3.137 0.860 -0.002 2.432 3.380 -1.650
C -1.888 0.330 0.673 0.518 -0.157 0.299
N 1.277 -1.141 1.002 0.361 -1.169 0.118
O -0.039 -0.230 -1.460 -0.632 0.070 1.406
O -0.414 2.051 -0.700 0.083 0.615 0.477
S 2.880 0.707 -0.066 0.167 -0.584 0.250
S -0.299 0.663 -0.306 0.555 -0.576 -0.627
H 1.802 -2.816 -0.203 -0.616 0.792 0.471
H 3.732 -1.331 -1.112 0.258 -0.410 0.161
H 2.149 -0.768 -1.738 0.500 -0.239 -0.192
H 1.385 0.750 1.976 0.539 -0.698 -1.807
H -3.534 0.163 -0.710 -0.366 -0.348 -0.254
H -3.888 1.363 0.594 -0.089 -0.502 0.545
H -2.673 1.783 -0.604 -1.385 -1.777 0.760
H -2.002 -0.720 0.868 0.497 -0.622 0.086
H -1.562 0.812 1.607 -0.532 0.060 -0.204
```
Positions in Å, forces in eV/Å.

Computed properties:
Total charge: 0
Kohn-Sham gap (spin up / spin down) in eV: 7.954 / 7.953
LUMO (spin up / spin down) in eV: -0.30 / -0.30
Highest occupied orbital energy (spin up / spin down) in hartree: -0.303 / -0.303
2S+1: 1
Relative energy (zero: lowest compared OMol25 entry of this formula, charge and spin) in kJ/mol: 240.97

natural (NBO) atomic charge list, values in e, 8 entries: 0.18, -0.63, -0.25, -0.65, -0.59, -0.46, -0.97, -0.95

The following is a quantum chemistry calculation of a 2-piece molecular cluster, C2HF3O3S overall in a non-equilibrium geometry, from the Open Molecules 2025 dataset.

XYZ file:
```
10
Properties=species:S:1:pos:R:3:forces:R:3
C 0.519 -0.225 0.080 2.659 -0.759 -3.123
C 0.283 1.254 -0.056 -0.783 3.844 -2.012
O -0.409 -2.624 -0.475 -1.194 1.800 0.561
O -2.176 -1.004 0.340 -1.112 0.601 -0.100
O 0.208 -0.857 1.280 -0.784 -0.620 0.073
F -0.701 1.774 0.733 1.012 -1.283 -0.650
F 1.358 2.043 0.105 0.068 -1.039 0.780
F -0.080 1.604 -1.395 0.081 -1.583 1.978
S -0.849 -1.330 0.029 4.216 -2.257 0.337
H 1.847 -0.635 -0.640 -4.164 1.296 2.155
```
Positions in Å, forces in eV/Å.

Computed properties:
Total charge: 0
Kohn-Sham gap in eV: 11.231
LUMO in eV: -0.73
Highest occupied orbital energy in hartree: -0.440
2S+1: 1
Relative energy (zero: lowest compared OMol25 entry of this formula, charge and spin) in kJ/mol: 241.40

natural (NBO) atomic charge list, values in e, 8 entries: -0.18, 0.91, -0.84, -0.81, -0.64, -0.30, -0.30, -0.34

The following is a quantum chemistry calculation of C14H11I2N3OPdSe as an isolated structure in a non-equilibrium geometry, from the Open Molecules 2025 dataset.

XYZ file:
```
33
Properties=species:S:1:pos:R:3:forces:R:3
Pd -11.453 -2.352 5.156 2.268 -0.958 1.170
I -16.824 -6.766 6.594 1.508 0.720 -0.605
C -14.877 -5.976 6.072 -2.007 -0.076 -1.215
C -13.821 -6.331 6.827 2.718 -0.981 2.776
C -12.572 -5.710 6.601 0.246 -0.434 -0.258
I -10.900 -5.686 7.843 -0.750 -0.492 0.048
C -12.350 -4.944 5.412 1.962 2.094 -0.897
O -11.165 -4.404 5.148 -2.298 -2.187 0.632
C -13.456 -4.594 4.547 -1.023 -1.801 1.799
C -13.211 -3.813 3.327 0.315 0.511 -1.116
N -12.890 -2.375 3.622 -1.061 -1.629 -0.105
C -14.048 -1.535 4.002 0.064 0.556 0.887
C -13.509 -0.494 5.029 -1.478 1.608 0.588
C -14.303 0.576 5.531 1.064 0.199 0.619
C -13.648 1.625 6.230 -1.404 -1.069 -0.771
C -12.283 1.549 6.434 0.368 0.420 0.675
C -11.575 0.430 6.103 -1.524 -1.072 -0.747
N -12.254 -0.587 5.465 0.374 2.130 -0.463
C -14.680 -5.128 4.906 -0.119 0.412 -0.407
H -13.827 -7.061 7.708 -0.517 1.241 -1.350
H -14.084 -3.843 2.693 -0.401 -0.059 -0.273
H -12.389 -4.275 2.741 -0.298 0.502 0.440
H -12.318 -1.992 2.896 -0.256 0.465 -0.796
H -14.915 -2.070 4.472 1.171 -0.206 -0.273
H -14.512 -1.091 3.105 0.431 0.343 0.403
H -15.388 0.528 5.528 0.131 0.219 -0.611
H -14.218 2.489 6.608 0.308 -0.621 -0.220
H -11.809 2.326 6.998 0.359 0.404 -0.035
H -10.511 0.279 6.275 -0.410 0.000 0.175
H -15.536 -4.916 4.256 0.174 -0.163 0.351
Se -7.035 -3.010 4.590 -1.456 0.902 0.756
C -8.513 -2.336 5.357 0.968 -1.235 -0.176
N -9.553 -2.171 5.921 0.572 0.259 -1.001
```
Positions in Å, forces in eV/Å.

Computed properties:
Total charge: +2
Kohn-Sham gap (spin up / spin down) in eV: 8.098 / 3.726
LUMO (spin up / spin down) in eV: -5.88 / -10.81
Highest occupied orbital energy (spin up / spin down) in hartree: -0.514 / -0.534
2S+1: 5
Relative energy (zero: lowest compared OMol25 entry of this formula, charge and spin) in kJ/mol: 88.45

Mulliken atomic charge list, values in e, 8 entries: 0.63, 0.24, -0.61, 0.04, -0.60, 0.24, 0.71, -0.77

The following is a quantum chemistry calculation of C2H5NO2P as an isolated structure in a non-equilibrium geometry, from the Open Molecules 2025 dataset.

XYZ file:
```
11
Properties=species:S:1:pos:R:3:forces:R:3
C 0.746 0.971 0.382 -1.116 0.002 -0.805
C 0.806 -0.510 -0.215 1.419 1.462 4.482
N -1.489 -0.068 -0.543 -3.536 2.388 -2.634
O -2.722 0.167 -0.615 1.573 -0.721 0.734
O -0.556 1.227 0.705 -1.193 -0.521 0.670
P -0.757 -1.041 0.624 0.786 -1.742 0.104
H 1.325 0.985 1.272 1.141 0.015 1.078
H 1.017 1.830 -0.231 1.120 -0.317 -0.820
H 0.890 -0.467 -1.212 -0.602 -0.280 -3.778
H 1.758 -0.893 0.138 0.063 -0.678 0.348
H -1.018 -2.201 -0.305 0.345 0.390 0.622
```
Positions in Å, forces in eV/Å.

Computed properties:
Total charge: -1
Kohn-Sham gap in eV: 7.500
LUMO in eV: 4.59
Highest occupied orbital energy in hartree: -0.107
2S+1: 1
Relative energy (zero: lowest compared OMol25 entry of this formula, charge and spin) in kJ/mol: 619.21

natural (NBO) atomic charge list, values in e, 8 entries: -0.06, -0.73, -0.19, -0.48, -0.77, 0.72, 0.12, 0.14

The following is a quantum chemistry calculation of C30H31FeN2O5 as an isolated structure in a non-equilibrium geometry, from the Open Molecules 2025 dataset.

XYZ file:
```
69
Properties=species:S:1:pos:R:3:forces:R:3
O -8.895 3.810 2.861 2.576 -1.374 -0.175
C -7.806 3.417 2.783 -4.902 1.699 1.197
Fe -6.099 3.319 2.404 2.950 -0.610 -0.699
C -6.344 3.537 0.664 0.241 -0.472 -4.951
O -6.363 3.751 -0.483 -0.215 -0.489 3.474
C -5.760 5.045 2.221 0.925 4.720 0.384
O -5.541 6.171 2.007 -0.652 -3.333 0.519
C -1.554 2.648 1.234 -1.609 -0.345 1.376
C -1.630 2.858 2.715 0.989 0.644 -0.568
C -2.719 3.297 3.424 -1.282 0.703 0.896
C -4.074 2.850 3.423 0.655 0.648 0.100
C -4.522 1.805 2.576 0.617 -1.515 -0.737
C -3.865 1.460 1.335 -1.849 -0.484 0.982
C -2.815 2.014 0.682 0.972 0.208 -1.575
H -1.470 3.653 0.810 0.099 0.034 0.169
H -0.644 2.858 3.208 -0.488 0.381 -0.154
H -2.518 4.036 4.208 0.215 -0.676 0.179
H -4.662 3.127 4.313 0.292 -0.250 -0.253
H -5.143 1.007 3.017 -0.052 0.519 -0.329
H -4.367 0.641 0.810 0.052 0.292 -0.020
H -2.721 1.813 -0.409 -0.061 -0.024 0.838
H 2.610 -2.344 1.180 -0.002 0.180 -0.481
C 2.512 -2.241 0.080 -1.064 0.147 0.055
C 2.695 -0.762 -0.313 -0.090 -0.654 -0.312
O 3.912 -0.342 0.279 0.265 0.509 0.084
C 1.529 0.130 0.051 1.318 -0.617 -0.253
C 0.764 -0.160 1.165 -1.097 0.701 0.896
C -0.237 0.715 1.563 1.184 -2.580 0.832
N -0.434 1.848 0.866 -1.101 1.345 -0.073
C 0.223 2.145 -0.305 0.560 0.824 -1.336
C 1.293 1.300 -0.717 -0.638 0.730 -0.242
C 1.994 1.653 -1.898 -0.435 0.549 -0.514
C 1.592 2.765 -2.671 -0.183 -0.607 0.361
O 2.061 3.050 -3.912 0.362 -0.430 0.368
C 2.983 2.113 -4.504 -0.289 0.458 0.289
C 0.562 3.614 -2.210 0.384 -0.445 -0.333
C -0.131 3.285 -1.064 0.300 -0.173 0.211
C 3.510 -3.187 -0.615 0.306 0.050 0.213
C 2.738 -4.339 -1.282 -0.992 0.616 0.276
C 1.852 -3.712 -2.388 0.626 -0.609 -0.208
C 0.923 -2.690 -1.760 -0.481 0.402 1.541
N 1.112 -2.608 -0.248 -0.206 -0.204 -1.011
C 0.804 -3.931 0.327 0.035 0.832 -0.682
C 1.747 -4.993 -0.257 0.470 -0.518 -0.197
C 2.469 -5.751 0.834 0.501 -0.709 -0.479
C 3.581 -6.466 0.600 -0.788 0.210 0.535
H 2.816 -0.772 -1.411 -0.058 0.101 0.230
H 4.060 0.593 0.066 -0.016 -0.353 0.085
H 0.944 -1.055 1.757 -0.110 0.288 -0.237
H -0.883 0.520 2.427 0.303 0.176 -0.383
H 2.793 1.006 -2.254 -0.239 0.224 0.090
H 3.179 2.536 -5.486 0.137 -0.196 0.053
H 3.905 2.066 -3.908 -0.160 -0.048 -0.241
H 2.525 1.117 -4.595 0.117 0.259 0.043
H 0.288 4.484 -2.800 0.048 -0.198 0.058
H -0.946 3.959 -0.794 0.301 -0.313 -0.099
H 4.070 -2.621 -1.374 0.025 -0.250 0.129
H 4.220 -3.542 0.140 -0.010 -0.084 -0.357
H 3.418 -5.091 -1.688 -0.145 0.158 -0.027
H 2.475 -3.229 -3.149 0.035 -0.185 0.021
H 1.257 -4.489 -2.881 0.222 0.029 -0.030
H 1.055 -1.689 -2.195 -0.086 -0.226 0.236
H -0.126 -2.981 -1.918 0.231 0.218 0.091
H 0.879 -3.849 1.420 0.048 -0.089 -0.172
H -0.236 -4.171 0.068 0.161 0.121 0.195
H 1.112 -5.686 -0.839 0.370 -0.012 0.249
H 1.981 -5.735 1.820 0.443 -0.090 -0.305
H 4.050 -7.044 1.394 -0.020 0.134 -0.181
H 4.010 -6.538 -0.400 -0.016 0.053 0.362
```
Positions in Å, forces in eV/Å.

Computed properties:
Total charge: +1
Kohn-Sham gap (spin up / spin down) in eV: 3.156 / 3.402
LUMO (spin up / spin down) in eV: -5.05 / -6.82
Highest occupied orbital energy (spin up / spin down) in hartree: -0.302 / -0.376
2S+1: 5

natural (NBO) atomic charge list, values in e, 8 entries: -0.42, 0.50, 0.06, 0.53, -0.44, 0.53, -0.44, -0.16

Repeat the first record exactly.
The following is a quantum chemistry calculation of a 2-piece molecular cluster, C3H10OS2 overall in a non-equilibrium geometry, from the Open Molecules 2025 dataset.

XYZ file:
```
16
Properties=species:S:1:pos:R:3:forces:R:3
C 0.884 1.246 2.689 0.636 1.362 1.411
C 0.260 0.011 2.021 -0.532 1.116 -0.188
C -0.180 0.569 0.619 -1.870 -0.233 1.867
S -0.701 -0.828 -0.290 -1.277 -0.530 -2.849
S -1.347 0.059 -2.274 0.893 -0.983 1.818
H 0.111 2.095 3.018 1.655 -1.832 -1.081
H 1.515 1.038 3.628 -1.096 0.015 -1.300
H 1.638 1.601 1.912 -1.014 0.185 1.201
H -0.585 -0.483 2.601 1.140 0.567 -0.861
H 1.089 -0.657 1.798 -0.217 -0.529 0.514
H 0.622 1.070 0.147 0.667 0.776 -0.354
H -1.062 1.201 0.750 0.406 0.313 0.012
H -0.279 -0.399 -2.969 -0.195 0.163 0.245
O 2.432 -0.349 -0.260 0.814 -0.226 0.482
H 3.022 -0.843 0.373 -1.602 0.617 -0.918
H 1.463 -0.474 -0.123 1.592 -0.782 -0.002
```
Positions in Å, forces in eV/Å.

Computed properties:
Total charge: 0
Kohn-Sham gap in eV: 9.124
LUMO in eV: -0.16
Highest occupied orbital energy in hartree: -0.341
Structure (SMILES): CCCSS.O
2S+1: 1
Relative energy (zero: lowest compared OMol25 entry of this formula, charge and spin) in kJ/mol: 112.73

natural (NBO) atomic charge list, values in e, 8 entries: -0.62, -0.42, -0.59, 0.13, -0.16, 0.21, 0.22, 0.22

Which value of 2S+1 does entry 1 give? 1